Molecular formula: C11H20Cl10O3Sn
Method: DFT, ωB97M-V with the def2-TZVPD basis set

Properties
Orbital gap, eV: 4.54
LUMO energy, eV: -4.23
Highest occupied orbital energy, Ha: -0.323
Charge: 0

Each line ends with the Löwdin charge.
Atoms and positions in Å:
Sn  17.82314  13.49823  -20.95990  1.26
C  20.39489  12.23706  -18.98483  -1.05
O  19.91892  11.48367  -19.87517  -0.08
O  21.59926  12.32267  -18.67600  0.06
O  19.63847  13.14195  -18.62175  -0.09
Cl  25.55595  12.99219  -18.62183  0.51
C  24.74474  11.65658  -17.65159  -0.63
C  25.36407  10.33873  -18.07127  -0.69
Cl  24.98435  9.05030  -16.91486  0.56
H  23.66291  11.76047  -17.56819  0.04
H  25.10556  11.75046  -16.62733  0.05
H  26.44017  10.37098  -18.24180  0.07
H  24.94540  10.07960  -19.04372  0.04
Cl  22.95265  14.07878  -15.45899  0.58
C  21.58430  13.11149  -14.89888  -0.67
C  20.60068  13.90693  -14.08353  -0.68
Cl  19.82099  15.16949  -15.04452  0.54
H  22.01162  12.34598  -14.25120  0.08
H  21.18682  12.69660  -15.82515  0.04
H  21.11643  14.43442  -13.28112  0.07
H  19.76057  13.33259  -13.69310  0.03
Cl  23.66772  8.57894  -21.54459  0.57
C  22.54135  9.90975  -21.35361  -0.72
C  23.13821  11.20598  -21.76524  -0.67
Cl  23.66787  11.19887  -23.48069  0.53
H  22.13613  9.87987  -20.34218  0.06
H  21.69247  9.70457  -22.00584  0.06
H  23.96376  11.45508  -21.09853  0.06
H  22.42345  12.00387  -21.56378  0.07
Cl  19.02264  6.24745  -21.61932  0.51
C  18.34221  7.27762  -20.28967  -0.63
C  18.47155  8.77334  -20.76192  -0.68
Cl  17.39253  9.06070  -22.16015  0.52
H  18.95066  7.03257  -19.41913  0.06
H  17.32336  6.96354  -20.06295  0.06
H  19.54695  8.94322  -20.81436  0.05
H  18.18461  9.46972  -19.97400  0.01
Cl  18.59698  10.88236  -14.50896  0.57
C  18.54589  11.29091  -16.25940  -0.63
C  17.30328  10.64928  -16.89725  -0.72
Cl  17.43276  8.97718  -17.25367  0.64
H  19.46061  11.06148  -16.80599  0.07
H  18.46203  12.36687  -16.41231  0.06
H  17.12136  11.23728  -17.79684  0.06
H  16.40451  10.79927  -16.29908  0.07

=====

Molecular formula: C28H21Cl2F4InN6O2
Method: DFT, ωB97M-V with the def2-TZVPD basis set

Properties
Orbital gap, eV: 6.98
LUMO energy, eV: 0.06
Highest occupied orbital energy, Ha: -0.254
Charge: 0

Each line ends with the Löwdin charge.
Atoms and positions in Å:
In  -1.55473  -0.34689  -0.82658  0.78
Cl  -1.72258  -4.26446  5.19304  0.69
C  -0.88476  -3.61072  3.83573  -0.67
C  -0.54123  -2.24868  3.87355  -0.01
C  0.16039  -1.82688  2.78396  -0.11
N  0.85974  -0.73565  2.19952  0.15
C  0.73046  0.63589  2.30473  -0.35
O  0.27637  1.12394  3.30818  0.14
C  1.28477  1.42326  1.15067  -0.20
C  2.29041  2.34406  1.38716  0.01
C  2.83153  3.01578  0.30543  -0.04
C  2.33060  2.76320  -0.96033  -0.04
C  1.29036  1.85805  -1.08808  -0.15
N  0.77444  1.19211  -0.05738  0.07
C  0.51429  -2.65252  1.72455  -0.13
C  0.18592  -3.97277  1.65392  -0.02
C  -0.54776  -4.43427  2.75910  -0.67
Cl  -1.01769  -6.09731  2.75076  0.68
N  1.19960  -1.57654  1.08308  0.10
C  2.38949  -1.53817  0.39525  -0.36
O  3.20638  -0.65689  0.51896  0.12
C  2.55616  -2.68883  -0.55944  -0.20
C  3.77775  -3.33913  -0.65285  0.00
C  3.90912  -4.34622  -1.59391  -0.05
C  2.82537  -4.65397  -2.40029  -0.05
C  1.64303  -3.94947  -2.22023  -0.12
N  1.50285  -2.98721  -1.31402  0.13
H  -0.81930  -1.61716  4.70386  0.12
H  2.64800  2.50933  2.39411  0.13
H  3.63863  3.72182  0.45003  0.11
H  2.73105  3.26485  -1.83066  0.11
H  0.84306  1.64525  -2.05338  0.09
H  0.43939  -4.63282  0.83808  0.11
H  4.59257  -3.04951  -0.00277  0.12
H  4.84698  -4.87645  -1.69679  0.11
H  2.88666  -5.42439  -3.15697  0.11
H  0.76555  -4.16231  -2.82094  0.11
C  -1.48440  2.41357  -2.92789  -0.11
N  -2.49023  1.70348  -2.14958  -0.37
C  -3.48763  1.10910  -3.03232  -0.13
C  -3.09397  2.57936  -1.13407  -0.19
C  -2.27801  2.54693  0.15002  -0.24
N  -2.36550  1.20924  0.70311  -0.10
C  -2.71189  0.97363  1.97985  -0.21
C  -3.07037  -0.34497  2.34878  -0.18
F  -3.00792  -1.30068  1.38165  -0.03
C  -3.48439  -0.71479  3.60214  -0.25
F  -3.83664  -1.99487  3.81282  0.07
C  -3.55988  0.19398  4.63942  0.05
C  -3.17844  1.48598  4.33252  -0.23
F  -3.20019  2.41476  5.30294  0.09
C  -2.77205  1.87114  3.07407  -0.15
F  -2.37479  3.15867  2.93003  0.06
H  -1.93647  3.18648  -3.56542  0.10
H  -0.94549  1.71066  -3.56700  0.09
H  -0.77067  2.89635  -2.26063  0.07
H  -4.00604  1.86510  -3.63871  0.10
H  -4.22572  0.56981  -2.43848  0.08
H  -3.00553  0.39763  -3.70550  0.08
H  -4.09088  2.20378  -0.90222  0.12
H  -3.19147  3.61008  -1.50567  0.13
H  -2.64374  3.32740  0.81245  0.11
H  -1.23217  2.78525  -0.09314  0.09
H  -3.89133  -0.08183  5.62888  0.13

=====

Molecular formula: C28H35BBrF9IN8OS3Ti
Method: DFT, ωB97M-V with the def2-TZVPD basis set

Properties
Orbital gap (alpha / beta), eV: 8.26 / 8.55
LUMO energy (alpha / beta), eV: 0.00 / 0.20
⟨S²⟩: 0.75
Highest occupied orbital energy (alpha / beta), Ha: -0.303 / -0.307
Multiplicity: 2
Charge: 0

Each line ends with the Löwdin charge.
Atoms and positions in Å:
Ti  0.86759  0.61100  0.24055  0.88
C  4.35182  5.87665  -4.62472  -0.05
C  4.36889  6.05557  -3.10042  -0.56
C  5.79060  5.81287  -2.57428  -0.04
C  3.97602  7.49768  -2.77990  -0.06
C  3.41890  5.04464  -2.46260  -0.16
C  3.63122  3.68259  -2.65923  -0.08
C  2.78581  2.77960  -2.06516  -0.52
Br  3.13323  0.91945  -2.30979  0.92
C  1.70046  3.14485  -1.25610  -0.31
O  0.97217  2.16754  -0.69548  -0.34
C  1.44663  4.51089  -1.07694  -0.06
C  2.33301  5.40778  -1.68177  0.02
C  0.28965  5.13602  -0.27274  -0.52
C  -0.46063  6.12237  -1.18338  -0.04
C  0.88288  5.88672  0.92939  -0.03
C  -0.76030  4.15695  0.26336  -0.07
H  5.02860  6.59254  -5.09593  0.09
H  3.34775  6.04080  -5.02019  0.09
H  4.66984  4.87456  -4.91517  0.08
H  6.48484  6.52582  -3.02419  0.09
H  6.14114  4.80779  -2.81203  0.08
H  5.82681  5.93389  -1.49023  0.09
H  4.68397  8.17858  -3.25516  0.09
H  3.99828  7.69198  -1.70596  0.09
H  2.97981  7.73667  -3.15719  0.09
H  4.45250  3.31809  -3.26092  0.10
H  2.15088  6.46012  -1.52352  0.09
H  0.18087  6.91669  -1.56508  0.07
H  -1.26977  6.59177  -0.62038  0.09
H  -0.89753  5.59756  -2.03532  0.10
H  1.58188  6.66589  0.62219  0.08
H  1.40932  5.19292  1.58765  0.08
H  0.08061  6.35776  1.50194  0.09
H  -1.18407  3.55072  -0.53592  0.04
H  -1.56409  4.74156  0.71880  0.09
H  -0.34240  3.50990  1.03266  0.04
C  -3.59170  0.92190  3.10223  0.00
C  -3.59239  1.13342  1.63508  -0.32
N  -4.63037  1.42026  0.92706  0.13
N  -4.15807  1.51092  -0.35096  0.02
C  -2.84374  1.27080  -0.48945  -0.79
S  -1.97821  1.26570  -1.90122  0.67
N  -2.46636  1.04882  0.82024  -0.04
N  -1.19357  0.66768  1.27625  0.07
H  -4.62500  0.89792  3.43812  0.09
H  -3.07130  1.72655  3.61774  0.08
H  -3.11188  -0.02235  3.36356  0.03
H  -4.77839  1.71275  -1.11476  0.15
H  -1.31964  -0.23422  1.76874  0.01
H  -0.88591  1.35924  1.96512  0.05
F  0.88448  -1.54849  6.93944  0.13
C  1.06364  -0.76040  5.88012  -0.16
C  2.25780  -0.79489  5.17752  -0.15
F  3.22780  -1.62125  5.57306  0.13
C  2.43533  0.01857  4.07158  -0.25
F  3.60538  -0.03092  3.44697  0.11
C  1.44051  0.88537  3.62031  -0.50
S  1.67471  1.92517  2.22588  0.73
C  0.27485  0.91701  4.37798  -0.23
F  -0.71248  1.76592  4.03331  0.05
C  0.06578  0.10888  5.47917  -0.15
F  -1.08279  0.16674  6.15673  0.12
I  -2.20679  -4.30250  -2.13723  0.90
C  -0.98969  -2.64227  -2.04381  -0.74
C  -0.26668  -2.05117  -3.05570  -0.12
N  0.39660  -1.02950  -2.49702  0.00
N  0.14430  -0.92448  -1.19025  -0.10
C  -0.70309  -1.89838  -0.89737  -0.22
H  -0.18204  -2.28588  -4.10225  0.13
H  1.01770  -0.36440  -2.93519  0.07
H  -1.08578  -2.03186  0.10376  0.04
C  0.86016  -5.05604  1.45847  -0.05
N  -0.30598  -4.19321  1.52955  -0.03
C  -0.54030  -3.30465  2.49488  -0.88
N  0.38243  -3.17475  3.45898  0.15
S  -1.98079  -2.39943  2.50307  0.64
H  0.75320  -5.69964  0.59001  0.09
H  0.93748  -5.67939  2.35185  0.10
H  1.77545  -4.47588  1.33593  0.07
H  -1.04567  -4.31466  0.85701  0.07
H  1.33705  -3.45961  3.29584  0.10
H  0.24481  -2.40547  4.09353  0.07
F  3.05165  -0.48537  0.51828  0.07
B  2.44163  -1.70687  0.86292  -1.23
F  2.99622  -2.38271  1.90600  0.19
F  2.22613  -2.49801  -0.23254  0.18
F  1.08657  -1.16832  1.33007  -0.06

=====

Molecular formula: C22H48N2O2P
Method: DFT, ωB97M-V with the def2-TZVPD basis set

Properties
Orbital gap, eV: 8.70
LUMO energy, eV: -2.22
Highest occupied orbital energy, Ha: -0.401
Charge: +1

Each line ends with the Löwdin charge.
Atoms and positions in Å:
C  4.89850  -2.44601  2.23762  -0.11
O  4.15015  -3.62752  2.43901  -0.19
C  3.37871  -4.03146  1.32023  -0.23
C  2.05507  -3.28267  1.23210  -0.18
C  1.35459  -3.43809  -0.12365  -0.20
C  2.10832  -2.76725  -1.27980  -0.21
C  1.20550  -2.22323  -2.39327  -0.19
C  0.03537  -1.32253  -1.95055  -0.25
C  0.39265  -0.25229  -0.90630  -0.41
P  -0.92381  0.27328  0.31126  0.90
C  -2.35376  -0.88452  0.19626  -0.43
C  -2.25107  -2.30904  0.79656  -0.25
C  -2.50403  -3.43990  -0.20411  -0.22
C  -2.70062  -4.78164  0.49339  -0.20
N  -3.30848  -5.79963  -0.39063  0.03
C  -2.78579  -5.80296  -1.71596  -0.52
C  -1.68392  -6.79366  -1.99262  0.00
O  -3.19960  -5.03791  -2.55605  0.08
H  5.95022  -2.69007  2.05172  0.09
H  4.52903  -1.86526  1.38201  0.08
H  4.82322  -1.82240  3.13136  0.09
H  3.96274  -3.89441  0.39965  0.12
H  3.19704  -5.10179  1.45455  0.13
H  1.39817  -3.61712  2.04198  0.12
H  2.23995  -2.21315  1.40569  0.10
H  0.35714  -3.00983  -0.02719  0.07
H  1.24136  -4.50675  -0.34158  0.12
H  2.80125  -3.48306  -1.72894  0.11
H  2.72923  -1.95423  -0.88571  0.10
H  0.77377  -3.06881  -2.94279  0.11
H  1.83172  -1.69197  -3.11783  0.11
H  -0.32604  -0.81103  -2.84859  0.11
H  -0.79059  -1.94410  -1.62048  0.06
H  0.65093  0.66781  -1.44061  0.05
H  1.28198  -0.52834  -0.33662  0.05
H  -0.34460  -0.17145  1.52010  -0.06
H  -2.65476  -0.90293  -0.85523  0.08
H  -3.15031  -0.34446  0.71748  0.06
H  -3.00428  -2.39494  1.58715  0.11
H  -1.28215  -2.43802  1.28832  0.09
H  -3.36855  -3.20791  -0.83055  0.12
H  -1.65041  -3.53199  -0.88165  0.09
H  -3.35054  -4.64529  1.36300  0.12
H  -1.72889  -5.12476  0.88016  0.12
H  -3.12996  -6.71599  0.00577  0.11
H  -0.89589  -6.69230  -1.23929  0.08
H  -2.05885  -7.81851  -1.93585  0.09
H  -1.26405  -6.60982  -2.98120  0.09
C  -0.46016  7.10365  -2.03637  -0.09
C  -0.48053  7.68247  -0.62294  -0.22
C  0.19879  6.86394  0.46331  -0.12
N  -0.42148  5.52435  0.79198  -0.25
C  -1.90972  5.60629  0.83459  0.02
C  0.01284  4.43280  -0.18836  -0.09
C  0.92671  3.51115  0.59667  -0.15
C  0.34603  3.58044  2.00293  -0.15
C  0.08299  5.06487  2.15844  -0.10
H  -1.01365  6.16733  -2.11896  0.06
H  -0.92064  7.80615  -2.72846  0.09
H  0.56152  6.92739  -2.37749  0.09
H  -1.50352  7.92264  -0.32944  0.11
H  0.04727  8.63813  -0.62881  0.13
H  0.19054  7.43193  1.39382  0.14
H  1.23784  6.65148  0.20848  0.14
H  -2.29259  5.77782  -0.16666  0.10
H  -2.20224  6.41746  1.49700  0.12
H  -2.28794  4.65885  1.21107  0.12
H  -0.88547  3.90782  -0.50808  0.13
H  0.48594  4.89682  -1.04632  0.12
H  1.95650  3.87516  0.58477  0.13
H  0.91541  2.50482  0.18360  0.08
H  1.02410  3.20689  2.76694  0.13
H  -0.58086  3.00624  2.06195  0.10
H  1.00257  5.60799  2.36610  0.13
H  -0.66593  5.32507  2.90194  0.14